1.
A single C23H28N4O4 molecule. Source: the Open Molecules 2025 dataset; level of theory: wB97M-V/def2-TZVPD.

CARTESIAN COORDINATES (ANGSTROEM)
1 C -2.2780 -4.9957 -0.6284
2 C -1.5628 -3.6971 -0.3055
3 O -2.5379 -2.6675 -0.1791
4 C -2.0689 -1.4535 0.1637
5 O -0.8877 -1.2552 0.3912
6 C -3.1255 -0.4710 0.2344
7 C -4.4944 -0.6811 0.0744
8 C -5.0837 0.5748 0.2095
9 C -4.0610 1.5180 0.4421
10 C -4.6650 2.7820 0.5765
11 C -6.0121 2.5586 0.4174
12 N -6.2791 1.2367 0.1999
13 C -7.5672 0.6481 -0.0215
14 N -2.8747 0.8676 0.4797
15 C -1.5692 1.4516 0.5656
16 C -0.8207 1.2059 -0.7578
17 O -1.4264 0.8860 -1.7611
18 N 0.5131 1.4167 -0.7533
19 C 1.3432 1.6770 0.4015
20 C 2.0345 0.3720 0.8367
21 N 2.8473 -0.1376 -0.2475
22 C 4.1656 0.2795 -0.3944
23 C 4.6856 0.6917 -1.6213
24 C 6.0173 1.0365 -1.7778
25 C 6.8722 0.9911 -0.6984
26 C 6.3904 0.5718 0.5334
27 C 5.0672 0.2018 0.6967
28 O 4.5651 -0.2681 1.8881
29 C 5.4519 -0.4928 2.9535
30 C 2.0193 -0.3666 -1.4108
31 C 1.2930 0.9103 -1.8681
32 H -1.5521 -5.7961 -0.7393
33 H -2.8382 -4.8905 -1.5533
34 H -2.9704 -5.2497 0.1698
35 H -0.8593 -3.4243 -1.1015
36 H -0.9987 -3.7745 0.6320
37 H -4.9554 -1.6295 -0.1126
38 H -4.1987 3.7303 0.7552
39 H -6.8127 3.2733 0.4458
40 H -7.7655 -0.1285 0.7218
41 H -8.3356 1.4157 0.0552
42 H -7.6170 0.1944 -1.0150
43 H -1.0227 0.9904 1.3918
44 H -1.6790 2.5257 0.7373
45 H 2.1073 2.4060 0.1028
46 H 0.7631 2.1055 1.2157
47 H 1.2664 -0.3740 1.0605
48 H 2.6447 0.5423 1.7188
49 H 4.0425 0.7495 -2.4844
50 H 6.3749 1.3499 -2.7473
51 H 7.9102 1.2675 -0.8006
52 H 7.0741 0.5212 1.3659
53 H 5.8958 0.4402 3.3185
54 H 4.8482 -0.9343 3.7457
55 H 6.2488 -1.1902 2.6764
56 H 1.2530 -1.0915 -1.1155
57 H 2.6122 -0.7949 -2.2186
58 H 2.0044 1.6824 -2.1764
59 H 0.6083 0.6920 -2.6881

Summary:
Kohn-Sham gap: 8.13 eV
LUMO level: 0.0299 Eh
spin multiplicity: 1
SMILES string: CCOC(=O)c1cc2c(ccn2C)n1CC(=O)N1CCN(c2ccccc2OC)CC1

=====

2.
A single C23H28N4O5 molecule. Source: the Open Molecules 2025 dataset; level of theory: wB97M-V/def2-TZVPD.

CARTESIAN COORDINATES (ANGSTROEM)
1 C 7.6254 2.5569 1.6456
2 C 7.8369 1.0624 1.4553
3 O 6.8111 0.4920 0.6381
4 C 6.9554 0.6040 -0.6851
5 O 7.9083 1.1216 -1.2077
6 C 5.7996 0.0114 -1.4751
7 C 5.6134 -1.4918 -1.2214
8 C 4.9247 -1.7747 0.1117
9 N 3.6676 -1.0533 0.1848
10 C 2.5217 -1.7388 0.1680
11 O 2.4912 -2.9698 0.1472
12 C 1.1677 -1.0019 0.2062
13 O 1.0127 0.2038 0.2353
14 N 0.1895 -1.9301 0.2005
15 C -1.1922 -1.7792 0.2309
16 C -1.9699 -2.9492 0.1991
17 C -3.3392 -2.8872 0.2255
18 C -3.9839 -1.6445 0.2870
19 N -5.3483 -1.5954 0.3114
20 C -5.9334 -0.4517 0.3693
21 N -5.2755 0.7442 0.4136
22 C -3.8759 0.8179 0.3895
23 O -3.3111 1.8927 0.4296
24 C -3.2063 -0.4753 0.3206
25 C -1.8136 -0.5438 0.2909
26 C -5.9923 2.0059 0.4693
27 C -6.7451 2.3176 -0.8238
28 C -8.1103 1.6411 -0.9061
29 C -8.0321 0.1174 -0.9124
30 C -7.4314 -0.4643 0.3734
31 C 3.8492 0.3797 0.1226
32 C 4.4831 0.7600 -1.2157
33 H 7.7044 3.0667 0.6886
34 H 6.6431 2.7503 2.0703
35 H 8.3848 2.9491 2.3156
36 H 7.7713 0.5292 2.4061
37 H 8.8076 0.8735 0.9862
38 H 6.0812 0.1549 -2.5240
39 H 6.5785 -1.9998 -1.2485
40 H 4.9951 -1.8974 -2.0252
41 H 4.7099 -2.8403 0.2078
42 H 5.5572 -1.4525 0.9425
43 H 0.5593 -2.8830 0.1740
44 H -1.4706 -3.9068 0.1531
45 H -3.9435 -3.7797 0.2004
46 H -1.2436 0.3710 0.3169
47 H -6.6767 2.0035 1.3221
48 H -5.2242 2.7658 0.6384
49 H -6.8862 3.3983 -0.8827
50 H -6.1273 2.0182 -1.6729
51 H -8.6120 1.9716 -1.8182
52 H -8.7217 1.9658 -0.0599
53 H -9.0421 -0.2801 -1.0299
54 H -7.4432 -0.2218 -1.7669
55 H -7.7213 -1.5110 0.4675
56 H -7.8164 0.0783 1.2395
57 H 2.8913 0.8824 0.2363
58 H 4.5110 0.6691 0.9439
59 H 4.6531 1.8371 -1.2423
60 H 3.7841 0.5098 -2.0166

Summary:
Kohn-Sham gap: 8.47 eV
LUMO level: 0.0166 Eh
spin multiplicity: 1
SMILES string: CCOC(=O)C1CCN(C(=O)C(=O)Nc2ccc3nc4n(c(=O)c3c2)CCCCC4)CC1

=====

3.
A single C23H28N4O5S molecule. Source: the Open Molecules 2025 dataset; level of theory: wB97M-V/def2-TZVPD.

CARTESIAN COORDINATES (ANGSTROEM)
1 C -0.0973 2.1737 -3.6771
2 C -0.6646 3.5449 -3.3031
3 N 0.0978 4.2652 -2.3175
4 C 1.2553 5.0432 -2.6716
5 C 2.5146 4.2246 -2.9623
6 S -0.3421 4.1451 -0.7260
7 O 0.1695 5.2973 -0.0410
8 O -1.7502 3.8741 -0.6775
9 C 0.5237 2.7039 -0.1218
10 C 1.8356 2.8079 0.3011
11 C 2.5078 1.6829 0.7282
12 C 1.8992 0.4159 0.7357
13 N 2.5562 -0.6973 1.1892
14 C 1.9396 -1.6437 2.0929
15 C 2.4782 -1.4087 3.5138
16 O 3.8825 -1.5050 3.5637
17 C 4.4864 -0.5681 2.6985
18 C 3.9970 -0.7769 1.2598
19 C 0.5801 0.3299 0.2311
20 N -0.0686 -0.9140 0.0550
21 C 0.4692 -1.9517 -0.6215
22 O 1.5867 -1.9861 -1.0823
23 C -0.4807 -3.1468 -0.7794
24 O -1.6387 -2.9530 -0.0023
25 C -2.6055 -3.9075 0.0141
26 C -2.5919 -5.0880 -0.7155
27 C -3.6507 -5.9760 -0.6107
28 C -4.7307 -5.7071 0.2140
29 C -4.7577 -4.5370 0.9488
30 C -3.7020 -3.6358 0.8554
31 C -3.6934 -2.4353 1.5997
32 N -3.6595 -1.4574 2.1971
33 C -0.0991 1.4734 -0.1571
34 H 0.8226 2.2663 -4.2467
35 H 0.1089 1.5901 -2.7838
36 H -0.8229 1.6389 -4.2854
37 H -1.6585 3.4201 -2.8685
38 H -0.7545 4.1668 -4.2008
39 H 1.0120 5.6672 -3.5398
40 H 1.4310 5.6988 -1.8170
41 H 2.6693 3.4778 -2.1878
42 H 2.4443 3.7207 -3.9222
43 H 3.3768 4.8865 -2.9890
44 H 2.2993 3.7810 0.3297
45 H 3.5163 1.7886 1.0948
46 H 0.8580 -1.5280 2.1044
47 H 2.1957 -2.6597 1.7706
48 H 2.0973 -2.1672 4.1994
49 H 2.1577 -0.4125 3.8585
50 H 5.5622 -0.7334 2.7749
51 H 4.2487 0.4534 3.0342
52 H 4.4507 -0.0619 0.5764
53 H 4.2788 -1.7870 0.9399
54 H -1.0576 -0.9531 0.2670
55 H -0.7263 -3.2374 -1.8466
56 H 0.0612 -4.0502 -0.4720
57 H -1.7641 -5.3225 -1.3656
58 H -3.6265 -6.8900 -1.1846
59 H -5.5477 -6.4077 0.2842
60 H -5.5882 -4.3078 1.5992
61 H -1.1201 1.4167 -0.5027

Summary:
Kohn-Sham gap: 7.90 eV
LUMO level: 0.0026 Eh
spin multiplicity: 1
SMILES string: CCN(CC)S(=O)(=O)c1ccc(N2CCOCC2)c(NC(=O)COc2ccccc2C#N)c1

=====

4.
A molecular structure, C23H29AsF6IrN2O8P2SSi. Source: the Open Molecules 2025 dataset; level of theory: wB97M-V/def2-TZVPD.

CARTESIAN COORDINATES (ANGSTROEM)
1 Ir 0.8739 0.0648 0.6392
2 O -2.2647 1.3411 0.5132
3 P -2.0281 -0.2174 0.8569
4 O -3.2770 -0.8796 1.2081
5 O -0.7914 -0.2810 1.7948
6 O -1.3417 -0.6824 -0.5559
7 P -0.6239 -2.1865 -0.5816
8 O -0.4614 -2.4214 -2.1370
9 O -1.4307 -3.2046 0.0864
10 O 0.7669 -1.8874 0.0166
11 H -3.2104 1.5115 0.5283
12 H 0.1819 -1.8150 -2.5215
13 F 1.3354 0.1562 -2.0204
14 As 3.1070 0.3285 -1.8979
15 F 4.7944 0.5619 -1.7084
16 F 3.1793 -1.0558 -0.8660
17 F 2.7418 1.2552 -0.4003
18 F 3.2657 -0.6427 -3.2978
19 F 2.9759 1.7868 -2.8046
20 O 0.5116 2.0179 1.0391
21 Si -0.2967 3.3188 0.7381
22 C 1.1221 4.7065 0.4111
23 C 2.1806 4.3601 -0.4166
24 C 3.3106 5.1647 -0.3949
25 C 3.3266 6.3207 0.3756
26 C 2.2227 6.6801 1.1398
27 C 1.0827 5.8865 1.1402
28 C -1.4213 3.9517 2.0648
29 C -1.0362 3.7862 3.3972
30 C -1.8757 4.1763 4.4289
31 C -3.1148 4.7327 4.1413
32 C -3.5125 4.9003 2.8227
33 C -2.6696 4.5138 1.7904
34 C -0.8805 3.6782 -1.0103
35 C -1.3494 4.9421 -1.3881
36 C -1.8692 5.1314 -2.6576
37 C -1.8704 4.0813 -3.5666
38 C -1.3584 2.8370 -3.2125
39 C -0.8448 2.6351 -1.9442
40 H 2.1597 3.4690 -1.0271
41 H 4.1686 4.8815 -0.9893
42 H 4.2012 6.9577 0.3678
43 H 2.2396 7.5805 1.7393
44 H 0.2283 6.1524 1.7474
45 H -0.0783 3.3334 3.6243
46 H -1.5689 4.0401 5.4574
47 H -3.7731 5.0312 4.9466
48 H -4.4819 5.3261 2.5994
49 H -2.9945 4.6427 0.7651
50 H -1.3161 5.7707 -0.6921
51 H -2.2564 6.1003 -2.9430
52 H -2.2591 4.2385 -4.5640
53 H -1.3502 2.0232 -3.9247
54 H -0.4528 1.6638 -1.6723
55 C 5.0492 -2.1805 3.4396
56 C 4.2792 -2.6769 2.2267
57 N 2.8836 -2.9946 2.5319
58 C 1.8883 -2.1197 2.5851
59 S 2.2608 -0.4030 2.4334
60 N 0.6439 -2.4999 2.7553
61 C 0.1321 -3.8685 2.7202
62 C -0.1682 -4.3869 4.1197
63 H 6.0809 -1.9709 3.1590
64 H 5.0530 -2.9266 4.2349
65 H 4.6105 -1.2613 3.8265
66 H 4.7232 -3.5970 1.8484
67 H 4.2944 -1.9416 1.4227
68 H 2.6442 -3.9690 2.6226
69 H -0.0553 -1.7629 2.6929
70 H 0.8433 -4.5155 2.2061
71 H -0.7596 -3.8456 2.0953
72 H 0.7280 -4.3932 4.7423
73 H -0.5615 -5.4012 4.0652
74 H -0.9154 -3.7586 4.6035

Summary:
Kohn-Sham gap (alpha / beta): 7.87 / 4.79 eV
LUMO level (alpha / beta): -0.0349 / -0.1464 Eh
spin multiplicity: 2

=====

5.
A molecular structure, C23H29Cl2F3N3O3S2SiTi. Source: the Open Molecules 2025 dataset; level of theory: wB97M-V/def2-TZVPD.

CARTESIAN COORDINATES (ANGSTROEM)
1 Ti -0.1225 0.3954 0.0454
2 F 2.9605 1.1298 -4.3039
3 C 1.7101 1.2774 -4.7633
4 F 1.2874 0.0710 -5.1775
5 F 1.7848 2.0597 -5.8579
6 C 0.7913 1.8687 -3.7308
7 C 0.1549 3.0685 -3.9602
8 C -0.6972 3.6140 -3.0003
9 C -0.8740 2.9138 -1.8276
10 N -0.2671 1.7433 -1.6130
11 C 0.5618 1.1966 -2.5146
12 S 1.2143 -0.3120 -1.9911
13 H 0.3240 3.5880 -4.8937
14 H -1.1985 4.5565 -3.1591
15 H -1.4895 3.2770 -1.0153
16 C -5.7773 -0.1503 4.3800
17 Si -3.9330 0.1108 4.1517
18 C -3.0494 -1.4555 4.6636
19 C -3.3827 1.5599 5.1994
20 C -3.6429 0.5413 2.3364
21 C -4.6748 1.0713 1.5783
22 C -4.5152 1.3960 0.2293
23 C -3.2845 1.1688 -0.3393
24 N -2.2664 0.6749 0.3706
25 C -2.4130 0.3703 1.6733
26 S -0.9311 -0.1979 2.3784
27 H -5.9704 -0.5134 5.3913
28 H -6.1594 -0.8971 3.6805
29 H -6.3593 0.7635 4.2493
30 H -3.5429 -1.8534 5.5549
31 H -2.0025 -1.2750 4.8950
32 H -3.0871 -2.2192 3.8850
33 H -3.5756 1.3757 6.2584
34 H -3.9085 2.4724 4.9129
35 H -2.3121 1.7338 5.0754
36 H -5.6462 1.2303 2.0329
37 H -5.3245 1.8020 -0.3595
38 H -3.0797 1.3757 -1.3810
39 O 3.7508 0.4897 1.0893
40 C 2.9067 1.3171 1.3317
41 C 3.0972 2.5151 2.2731
42 C 1.7850 3.2939 2.1897
43 C 0.9510 2.3868 1.3283
44 O -0.2586 2.4895 1.0434
45 N 1.6136 1.3418 0.8365
46 H 3.9807 3.0769 1.9758
47 H 3.2870 2.1167 3.2706
48 H 1.8861 4.2605 1.6934
49 H 1.2875 3.4664 3.1431
50 Cl -1.2686 -2.1842 -0.4143
51 C -1.5504 -2.4206 -2.1469
52 Cl -2.2345 -1.0002 -2.9313
53 H -2.2478 -3.2443 -2.2469
54 H -0.5907 -2.6330 -2.6063
55 C 2.8108 -2.8778 2.2934
56 C 2.9608 -3.4099 0.8730
57 C 2.4181 -2.2506 0.0467
58 O 1.4484 -1.5908 0.8817
59 C 1.4842 -2.1430 2.2027
60 H 3.6112 -2.1708 2.5174
61 H 2.8044 -3.6546 3.0572
62 H 2.3473 -4.3036 0.7353
63 H 3.9866 -3.6565 0.6036
64 H 1.9200 -2.5877 -0.8649
65 H 3.1917 -1.5242 -0.2043
66 H 0.6281 -2.8111 2.3434
67 H 1.4021 -1.3236 2.9176

Summary:
Kohn-Sham gap (alpha / beta): 7.96 / 8.04 eV
LUMO level (alpha / beta): 0.0109 / 0.0050 Eh
spin multiplicity: 2

=====

6.
A molecular structure, C23H29I2N8O2Ti. Source: the Open Molecules 2025 dataset; level of theory: wB97M-V/def2-TZVPD.

CARTESIAN COORDINATES (ANGSTROEM)
1 Ti 6.7224 -7.2211 15.4540
2 I 1.9754 -5.6676 9.6584
3 C 3.4420 -5.7220 11.2014
4 C 3.3887 -4.6260 12.0627
5 C 4.0193 -4.7608 13.3026
6 I 3.5027 -3.3643 14.7722
7 C 4.8457 -5.9164 13.5744
8 O 5.4701 -6.0271 14.7853
9 C 4.8302 -6.9830 12.6680
10 C 5.2212 -8.4029 13.0170
11 N 6.5900 -8.5259 13.6623
12 C 7.7475 -8.2172 12.7201
13 C 8.0458 -6.7503 12.8835
14 C 8.2365 -5.8482 11.8503
15 C 8.3793 -4.5077 12.1145
16 C 8.5764 -4.0573 13.4409
17 C 8.5354 -5.0325 14.4499
18 N 8.0708 -6.2947 14.2179
19 C 4.1836 -6.8693 11.4510
20 H 2.9555 -3.7118 11.7287
21 H 5.2277 -8.9193 12.0019
22 H 4.4962 -8.9438 13.5912
23 H 6.7661 -9.5168 13.9209
24 H 7.5315 -8.2850 11.6516
25 H 8.6001 -8.8608 12.9646
26 H 8.1383 -6.2549 10.8858
27 H 8.4160 -3.8342 11.2674
28 H 8.6854 -3.0224 13.7016
29 H 8.7871 -4.7570 15.4805
30 H 4.2225 -7.6801 10.6836
31 N 6.6617 -3.6899 16.6370
32 C 7.0308 -3.9189 18.1412
33 C 8.3611 -4.6281 18.3918
34 C 8.3114 -6.1555 18.3527
35 N 8.3373 -6.8375 16.9375
36 C 7.0541 -6.7234 19.0844
37 C 5.7405 -6.0559 18.6727
38 N 5.3716 -6.3755 17.2958
39 C 5.8175 -4.5321 18.8905
40 H 7.2058 -2.9180 16.2283
41 H 5.6623 -3.3484 16.5343
42 H 6.7464 -4.5598 16.0922
43 H 7.1186 -2.8911 18.4969
44 H 8.7019 -4.4035 19.4184
45 H 9.1282 -4.3265 17.6625
46 H 9.1137 -6.5685 18.9765
47 H 8.5256 -7.8409 17.1582
48 H 9.1802 -6.4774 16.4882
49 H 7.2864 -6.5494 20.1579
50 H 7.0233 -7.8604 18.9575
51 H 5.0109 -6.4496 19.4551
52 H 4.6941 -5.7279 16.9077
53 H 4.9456 -7.3327 17.3610
54 H 6.0030 -4.4328 19.9572
55 H 4.8686 -4.0167 18.5797
56 N 4.7821 -10.7672 16.6800
57 C 5.9483 -10.1147 16.6868
58 O 5.9701 -8.8352 16.5357
59 C 7.1303 -10.9135 16.8518
60 C 7.0633 -12.2283 17.4311
61 N 7.0700 -13.3286 17.7602
62 C 8.3906 -10.4116 16.5192
63 N 9.4627 -9.9346 16.3949
64 H 3.9419 -10.3108 16.3427
65 H 4.7810 -11.7377 16.9544

Summary:
Kohn-Sham gap (alpha / beta): 4.96 / 7.54 eV
LUMO level (alpha / beta): -0.1068 / -0.1072 Eh
spin multiplicity: 3
charge: +1

=====

7.
A molecular structure, C23H29N12O2RuSi. Source: the Open Molecules 2025 dataset; level of theory: wB97M-V/def2-TZVPD.

CARTESIAN COORDINATES (ANGSTROEM)
1 Ru -0.1770 0.0081 0.0783
2 N -1.7727 -4.0761 0.8433
3 C -1.6827 -2.8055 0.4761
4 N -0.5809 -2.1058 0.4789
5 C 0.6157 -2.7332 0.8637
6 N 1.7345 -2.1041 0.8044
7 N 1.6662 -0.8530 0.2490
8 C 2.8601 -0.3600 -0.0388
9 C 3.1005 0.7472 -0.8532
10 C 4.4143 1.2303 -1.0612
11 C 4.6724 2.2524 -1.9176
12 C 3.5975 2.8449 -2.6304
13 C 2.3471 2.3840 -2.4449
14 N 2.0795 1.3476 -1.5632
15 C 0.5629 -4.1195 1.3294
16 C 1.6962 -4.8083 1.7687
17 C 1.5924 -6.1241 2.1681
18 C 0.3593 -6.7775 2.1309
19 C -0.7712 -6.1154 1.6957
20 C -0.6563 -4.7896 1.2991
21 H -2.6671 -4.5406 0.7929
22 H -2.6035 -2.3304 0.1686
23 H 3.7189 -0.9039 0.3353
24 H 5.2128 0.7494 -0.5130
25 H 5.6820 2.6095 -2.0619
26 H 3.7625 3.6634 -3.3150
27 H 1.4757 2.7879 -2.9359
28 H 2.6476 -4.2956 1.7778
29 H 2.4713 -6.6563 2.5037
30 H 0.2864 -7.8110 2.4399
31 H -1.7294 -6.6185 1.6583
32 N -0.0550 -0.3306 2.7443
33 N 1.0398 0.3839 3.2512
34 C 1.4157 1.5540 2.6637
35 N 2.3773 2.2477 3.2599
36 N 0.7317 1.8774 1.5692
37 N 1.0670 3.0566 0.9268
38 O 0.2003 3.4902 0.2014
39 O 2.1780 3.5535 1.0523
40 H -0.9067 -0.0957 3.2475
41 H 0.1403 -1.3180 2.8572
42 H 1.3555 0.1858 4.1882
43 H 2.7909 1.9310 4.1206
44 H 2.7535 3.0536 2.7824
45 N -3.8128 1.7331 1.3608
46 C -4.3814 0.7944 0.5380
47 C -3.3420 0.1265 -0.0265
48 N -2.1564 0.6445 0.4500
49 C -2.4781 1.6245 1.2730
50 H -4.3083 2.4208 1.9059
51 H -5.4458 0.6971 0.4197
52 H -3.3630 -0.6471 -0.7715
53 H -1.7753 2.2662 1.7764
54 C -0.8414 2.8766 -4.0885
55 Si -1.7789 1.9322 -2.7825
56 C -2.7492 3.1173 -1.7258
57 C -2.8331 0.6230 -3.5828
58 C -0.4568 1.0788 -1.7244
59 C 0.7706 0.9699 -1.3978
60 H -1.5507 3.1929 -4.8575
61 H -0.0780 2.2759 -4.5866
62 H -0.3823 3.7828 -3.6870
63 H -3.2712 3.8211 -2.3788
64 H -2.0883 3.6928 -1.0775
65 H -3.5051 2.6176 -1.1214
66 H -3.4530 1.0824 -4.3559
67 H -3.5055 0.1286 -2.8841
68 H -2.2174 -0.1374 -4.0669

Summary:
Kohn-Sham gap (alpha / beta): 5.16 / 5.42 eV
LUMO level (alpha / beta): -0.2494 / -0.2476 Eh
spin multiplicity: 2
charge: +2

=====

We obtain relative energy (zero: lowest compared OMol25 entry of this formula, charge and spin) values of 228.6 0.0 339.0 145.1 24.7 28.6 158.1 kJ/mol for the records listed above, in that order.